[1]
C16H19F2NSV as an isolated structure in a non-equilibrium geometry. Source: the Open Molecules 2025 dataset; level of theory: wB97M-V/def2-TZVPD.

Results
2S+1: 4
<S²>: 3.767
Highest occupied orbital energy (alpha / beta) in eV: -7.1 / -7.9
Energy relative to the best compared isomer or geometry (same formula, charge and spin) in kcal per mole: 7.51
Electronic energy in eV: -60348.263
HOMO-LUMO gap (alpha / beta) in eV: 7.25 / 8.09

```
40
Properties=species:S:1:pos:R:3:mulliken_charge:R:1
V 1.0672 0.2770 -0.4060 0.552
S -0.5775 -0.7861 -1.8408 -0.419
F 2.7677 1.5555 -2.5033 -0.318
F 3.8146 0.3013 -0.9635 -0.336
N 1.2877 -1.7481 -0.2773 -0.027
C 2.0751 -2.6565 0.3134 -0.235
C -2.9162 0.7648 0.9365 0.868
C 0.9049 -4.4135 -0.7574 -0.014
C -1.1323 2.1593 -0.2637 -0.178
C -0.5331 1.0051 1.7325 -0.593
C 1.9214 -4.0050 0.1093 -0.829
C 0.7576 1.5223 1.6537 -0.911
C 0.1709 2.6394 -0.3932 -0.452
C -2.8898 -0.7526 1.1485 -1.269
C 1.1424 2.3607 0.5811 0.213
C -1.5120 1.3279 0.7864 0.516
C 2.5076 3.0017 0.5321 -1.629
C 0.3053 -2.1221 -1.1361 0.552
C 2.6152 0.3352 -1.7805 0.056
C 0.1041 -3.4904 -1.3822 -0.839
C -3.8304 1.1224 -0.2266 -1.647
H -4.8162 0.6834 -0.0678 0.426
H 3.2722 2.3595 0.9672 0.349
H -3.9069 -1.1378 1.2428 0.443
H 0.4393 3.2544 -1.2414 0.386
H 0.7535 -5.4704 -0.9467 0.380
H 2.8502 -2.2572 0.9557 0.436
H -0.6782 -3.7877 -2.0686 0.413
H 2.4891 3.9389 1.0935 0.394
H 2.5746 -4.7097 0.6034 0.400
H -3.3276 1.2265 1.8416 0.258
H -0.7796 0.3615 2.5666 0.351
H -2.4109 -1.2376 0.2955 0.225
H 1.4726 1.2991 2.4353 0.456
H -1.8460 2.4063 -1.0377 0.363
H -3.4451 0.7263 -1.1709 0.315
H 2.8023 3.2003 -0.4966 0.344
H -2.3499 -1.0388 2.0517 0.367
H -3.9649 2.2006 -0.3398 0.395
H 2.8209 -0.4161 -2.5466 0.239
```

---

[2]
C16H19LaNO7Si as an isolated structure in a non-equilibrium geometry. Source: the Open Molecules 2025 dataset; level of theory: wB97M-V/def2-TZVPD.

Results
2S+1: 1
Charge: -1
Highest occupied orbital energy in eV: -4.4
Energy relative to the best compared isomer or geometry (same formula, charge and spin) in kcal per mole: 2.14
Electronic energy in eV: -41463.794
HOMO-LUMO gap in eV: 6.86

```
45
Properties=species:S:1:pos:R:3:mulliken_charge:R:1
La -0.0346 -0.7734 -0.3735 1.597
Si -0.1120 -0.3970 2.5885 -0.034
O -1.4263 -0.7793 -2.0979 -0.582
O 0.6571 -3.0829 -0.5586 -0.444
O 0.6655 3.0738 -2.3697 -0.699
O 0.4962 1.2324 -1.1013 -0.502
O -1.3564 -2.9173 0.0465 -0.384
O 1.7711 -0.9971 -2.3296 -0.629
O -2.0958 0.5691 -3.7585 -0.696
N -0.4395 -3.6809 -0.2824 0.251
C -0.4385 -1.9540 3.6505 -1.223
C 2.0669 -1.6453 -4.5237 -0.968
C -1.2538 -0.1040 -3.1997 -0.020
C -3.3878 2.6370 4.2242 -0.338
C -3.1635 2.5148 2.8618 -0.666
C 0.7067 1.8714 -2.2226 0.103
C -1.6898 0.9809 4.6250 0.010
C 3.0311 -0.4748 -4.2049 -0.983
C -1.4419 0.8286 3.2556 0.555
C 0.9810 -1.4326 -3.4706 0.022
C 1.4724 0.2872 3.4295 -1.274
C -2.2036 1.6224 2.3952 -0.339
C 1.1279 0.9727 -3.3929 -0.049
C -2.6435 1.8651 5.1086 -0.667
C 0.1522 -0.1839 -3.8255 0.050
C 2.3599 0.1527 -2.9799 -0.096
H -4.1343 3.3288 4.5959 0.337
H -1.4140 -2.3922 3.4271 0.320
H 2.5530 -2.6083 -4.3738 0.354
H 1.6652 -1.6118 -5.5357 0.404
H -0.0106 -0.1277 -4.9011 0.591
H -3.7322 3.1137 2.1606 0.376
H 3.1196 0.2447 -5.0185 0.358
H 1.3476 0.3420 4.5165 0.335
H 0.3148 -2.7212 3.4472 0.311
H 4.0278 -0.8379 -3.9577 0.336
H -2.8091 1.9550 6.1764 0.345
H 0.4085 -2.3144 -3.1977 0.550
H -0.4009 -1.7273 4.7213 0.349
H -1.1209 0.3891 5.3355 0.167
H 1.3465 1.6393 -4.2244 0.474
H 2.3327 -0.3593 3.2286 0.348
H 1.7202 1.2884 3.0682 0.330
H -2.0433 1.5593 1.3222 0.084
H 3.0285 0.6545 -2.2848 0.639
```

---

[3]
C16H19N2O9SeTa as an isolated structure in a non-equilibrium geometry. Source: the Open Molecules 2025 dataset; level of theory: wB97M-V/def2-TZVPD.

Results
2S+1: 1
Charge: +2
Highest occupied orbital energy in eV: -15.3
Electronic energy in eV: -105193.478
HOMO-LUMO gap in eV: 7.70

```
48
Properties=species:S:1:pos:R:3:mulliken_charge:R:1
Ta 7.7569 -11.2823 2.3943 1.618
Se 4.8583 -9.2101 5.4982 0.094
O 5.3204 -16.8950 3.5180 -0.459
O 9.7844 -10.2618 2.4948 -0.149
O 7.8711 -8.5078 2.9733 -0.104
O 7.8645 -9.6953 0.7624 -0.272
O 9.5148 -13.9353 5.0492 -0.519
O 8.8633 -12.1795 3.7813 -0.516
O 6.3510 -11.6482 1.0454 -0.509
O 4.6602 -12.8273 0.1589 -0.532
O 9.0970 -11.9573 0.7283 -0.447
N 6.4501 -10.7507 3.6609 -0.601
N 7.1027 -13.3494 2.5925 -0.014
C 10.4390 -12.2706 1.2522 -0.659
C 10.0342 -9.3046 3.5602 -0.743
C 7.6054 -14.1244 3.5651 0.347
C 5.3976 -14.9842 2.1982 -0.858
C 10.9196 -11.1379 2.1932 -0.634
C 8.0433 -10.2078 -0.5945 -0.738
C 5.9260 -15.7714 3.2260 0.913
C 7.0751 -15.3431 3.9237 -0.546
C 7.2424 -7.7287 1.9103 -0.837
C 5.5665 -12.7411 0.9252 0.099
C 5.7504 -10.1480 4.4538 0.750
C 9.2034 -11.1519 -0.5266 -0.532
C 6.8414 -8.6625 0.8158 -0.344
C 9.2232 -8.0951 3.1987 -0.621
C 8.7878 -13.4644 4.2395 0.018
C 6.0092 -13.7799 1.9479 0.575
H 9.2577 -11.8413 -1.3492 0.413
H 7.9774 -7.0287 1.5117 0.346
H 8.2599 -9.3981 -1.2845 0.532
H 5.8385 -9.1191 0.9329 0.225
H 10.3929 -13.2272 1.7707 0.248
H 5.7158 -17.4331 4.1964 0.339
H 6.3725 -7.2204 2.3371 0.387
H 11.1157 -12.4159 0.4431 0.569
H 10.1228 -10.5662 -0.4354 0.398
H 4.5380 -15.2288 1.6249 0.639
H 11.6987 -10.5359 1.7276 0.547
H 6.8555 -8.0914 -0.1194 0.589
H 7.0931 -10.6709 -0.8517 0.420
H 9.2504 -7.3273 3.9672 0.440
H 7.5243 -15.9140 4.7448 0.469
H 11.0845 -9.0101 3.5574 0.586
H 11.2660 -11.5407 3.1375 0.429
H 9.6431 -7.6578 2.2930 0.376
H 9.7786 -9.7333 4.5233 0.264
```

---

[4]
One molecule with the formula C16H19N5O3S. Source: the Open Molecules 2025 dataset; level of theory: wB97M-V/def2-TZVPD.

Results
2S+1: 1
Highest occupied orbital energy in eV: -8.0
Energy relative to the best compared isomer or geometry (same formula, charge and spin) in kcal per mole: 1.66
Electronic energy in eV: -41328.666
SMILES: CCc1nc2nc(C)c(NS(=O)(=O)c3ccc(C)c(C)c3)c(=O)n2[nH]1
HOMO-LUMO gap in eV: 8.47

```
44
Properties=species:S:1:pos:R:3:mulliken_charge:R:1
S 1.2588 2.2243 0.9451 1.539
O 2.0433 3.4095 1.1613 -0.789
O -0.1274 -0.0941 -0.1219 -0.713
O 0.4887 1.7247 2.0469 -0.666
N 0.2146 2.6687 -0.3307 -0.367
N -4.6008 0.1959 -0.0804 -0.729
N -3.4587 2.2797 -0.3763 -0.724
N -2.8013 -1.0632 0.0901 -0.747
N -2.3763 0.2185 -0.0860 0.251
C -2.2144 4.3267 -0.5751 -1.374
C 2.3301 0.9781 0.2658 0.103
C -2.2334 2.8376 -0.4120 1.040
C 4.0851 -0.9008 -0.7385 1.294
C -5.0176 -2.2132 0.2666 -0.002
C -4.1551 -1.0168 0.0947 0.414
C -3.5166 0.9985 -0.1940 0.258
C 3.5400 -1.0730 0.5397 0.941
C 3.7379 0.2174 -1.4867 -1.120
C -4.2430 -3.4848 0.5903 -1.291
C 3.8988 -2.2663 1.3704 -1.691
C 5.0367 -1.9134 -1.2979 -1.507
C 2.6605 -0.1187 1.0314 -0.614
C -1.0729 0.6807 -0.1642 1.125
C -1.0622 2.1076 -0.3137 -0.470
C 2.8630 1.1677 -0.9899 -0.838
H 5.9136 -2.0083 -0.6585 0.333
H 2.2074 -0.2199 2.0049 0.386
H -5.5952 -2.3446 -0.6520 0.243
H -1.6705 4.7929 0.2458 0.365
H 3.6264 -3.1872 0.8562 0.337
H -3.5675 -3.7490 -0.2203 0.309
H 3.3819 -2.2351 2.3251 0.375
H 5.3638 -1.6276 -2.2939 0.378
H -5.7366 -1.9902 1.0578 0.291
H 4.1601 0.3454 -2.4731 0.332
H 0.2332 3.6713 -0.4449 0.364
H -3.2389 4.6855 -0.5765 0.368
H -1.7374 4.6078 -1.5133 0.368
H 4.5634 -2.8928 -1.3555 0.323
H 4.9720 -2.2959 1.5558 0.359
H -3.6697 -3.3683 1.5072 0.335
H 2.5882 2.0391 -1.5614 0.474
H -4.9372 -4.3090 0.7300 0.384
H -2.1346 -1.8057 0.2314 0.353
```

---

[5]
C16H19NO2S2 as an isolated structure in a non-equilibrium geometry. Source: the Open Molecules 2025 dataset; level of theory: wB97M-V/def2-TZVPD.

Results
2S+1: 1
Highest occupied orbital energy in eV: -7.8
Energy relative to the best compared isomer or geometry (same formula, charge and spin) in kcal per mole: 308.39
Electronic energy in eV: -44142.795
HOMO-LUMO gap in eV: 8.33

```
40
Properties=species:S:1:pos:R:3:mulliken_charge:R:1
S 3.7604 0.5991 -1.8731 -0.076
S -4.3485 -0.7401 -0.4837 -0.080
O 4.8017 3.2802 0.0754 -0.332
O -0.3395 1.8188 0.4041 -0.629
N 0.3147 -0.4245 0.4074 0.032
C 3.0696 4.0632 1.5080 -0.458
C -2.4981 -0.0920 -0.5303 -0.813
C -2.6116 -3.1563 -0.0766 0.149
C 2.0112 0.2494 -1.2854 -0.525
C -0.6879 0.6070 0.4871 0.438
C -3.7804 -2.6126 0.0490 0.284
C 1.6275 0.2052 0.0613 -0.484
C 3.8114 2.8884 -0.4754 0.549
C -1.8835 0.0495 0.7055 -0.476
C -4.6151 -4.3685 1.4831 -0.648
C -4.7480 -3.0598 0.9803 -0.556
C -2.3989 -4.2877 0.3469 -0.534
C -3.3198 -5.0686 1.1263 -0.410
C 4.5950 3.6872 1.3996 -0.260
C 3.6128 2.4256 -1.7694 -0.798
C 2.7310 3.4211 0.2396 -0.142
H -5.4128 -4.8388 1.8122 0.526
H 1.5894 3.4042 0.2483 0.241
H 2.1955 0.9708 0.7316 0.215
H -5.6912 -2.6862 1.2656 0.329
H -1.9032 -2.5223 -0.6724 0.309
H 1.4013 1.0488 -1.5884 0.283
H -3.0862 -6.1516 1.6068 0.231
H 0.0691 -1.2384 0.4921 0.169
H 5.4560 4.0600 2.1448 0.283
H -1.8912 -0.8232 1.2383 0.592
H -1.9470 -0.7121 -1.6344 0.234
H -1.4378 -4.7651 0.3160 0.334
H 2.4390 -0.6734 0.4834 0.239
H 4.6566 2.6510 -2.2115 0.296
H 1.7971 -0.7707 -1.9724 0.155
H 2.5995 4.4062 2.5125 0.315
H 2.7516 2.5674 -2.4371 0.409
H -2.8920 0.8415 -1.1527 0.392
H -2.3569 0.8210 1.3028 0.218
```

---

[6]
One molecule with the formula C16H19NO3 in a non-equilibrium geometry. Source: the Open Molecules 2025 dataset; level of theory: wB97M-V/def2-TZVPD.

Results
2S+1: 1
Highest occupied orbital energy in eV: -8.9
Energy relative to the best compared isomer or geometry (same formula, charge and spin) in kcal per mole: 26.62
Electronic energy in eV: -24533.168
SMILES: CC[C@H]1CN(Cc2ccccc2)C(=O)C=C1CC(=O)O
HOMO-LUMO gap in eV: 9.30

```
39
Properties=species:S:1:pos:R:3:mulliken_charge:R:1
O 2.9803 -0.6525 0.8466 -0.683
O -0.6444 -2.2978 4.9661 -0.439
O -2.3125 -2.7501 3.4839 -0.575
N 1.1062 -1.1900 -0.3388 0.232
C 2.0826 1.2984 -1.9371 -0.129
C 0.3926 0.2722 -3.3169 -0.290
C -1.2318 -0.5755 3.2754 -1.324
C -1.1232 -0.6835 0.6509 0.423
C -0.2873 -1.6054 -0.2793 -1.305
C -2.0301 1.7107 0.7907 -1.509
C 1.7823 -0.8866 0.8444 0.532
C 1.7190 -1.1624 -1.6424 -1.765
C 1.8890 2.5144 -2.6044 -0.639
C 1.3793 0.1346 -2.3179 0.777
C 0.9730 -0.6989 2.0429 -0.405
C 0.2026 1.5204 -4.0052 -0.668
C -0.4118 -0.6517 2.0186 0.205
C -1.4278 -1.9971 3.8919 0.402
C 0.9741 2.6319 -3.6570 -0.401
C -1.2074 0.7233 0.0147 -0.205
H -0.2489 -0.5283 -3.6036 0.416
H 1.3503 -1.9880 -2.2127 0.568
H -3.0721 1.3667 0.8077 0.337
H 1.4657 -0.7088 3.0093 0.490
H -2.1243 -1.1023 0.7277 0.676
H 2.8110 -1.3198 -1.5399 0.454
H -1.6174 1.8146 1.8181 0.233
H -0.4142 -2.6295 0.0681 0.269
H 2.4245 3.3964 -2.2478 0.364
H -0.5198 1.5530 -4.7988 0.398
H -0.7605 0.0822 4.0409 0.501
H -2.1857 -0.0980 3.1426 0.403
H -1.6678 0.6628 -0.9833 0.435
H -0.2142 1.1121 -0.0093 0.106
H -0.9376 -3.1792 5.2648 0.359
H -1.9535 2.7077 0.3031 0.450
H 2.8063 1.2223 -1.1124 0.397
H -0.7767 -1.6060 -1.2275 0.539
H 0.8303 3.5875 -4.1742 0.370
```